C42H52As3N3NiO2Sb | ωB97M-V with the def2-TZVPD basis set

```
! RIJCOSX wB97M-V def2-TZVPD def2/J DEFGRID3
* xyz 1 3
Ni -0.03750 -0.10411 -0.17272
O -2.87096 1.49367 3.33056
C -1.88076 1.89598 4.14138
C -2.22448 2.32553 5.42322
C -1.24696 2.73020 6.30561
C 0.09636 2.73655 5.93027
C 0.44773 2.31046 4.67027
C -0.52706 1.87562 3.75796
C -0.11235 1.33738 2.45789
O -0.97040 0.97532 1.57414
N 1.20126 1.20148 2.27518
N 1.49157 0.62890 1.12771
C 2.70362 0.31595 0.83989
C 2.91952 -0.25556 -0.46992
C 4.16825 -0.69075 -0.90989
C 4.30472 -1.13449 -2.21125
C 3.20182 -1.09386 -3.05461
C 1.99029 -0.67955 -2.53308
N 1.83214 -0.30644 -1.26443
H -2.47924 1.24822 2.46875
H -3.27149 2.33122 5.69653
H -1.52917 3.04224 7.30294
H 0.85602 3.07222 6.62269
H 1.47794 2.28813 4.34769
H 3.51845 0.51028 1.52993
H 5.00713 -0.66915 -0.22779
H 5.25916 -1.49731 -2.56844
H 3.27950 -1.38069 -4.09364
H 1.11074 -0.62724 -3.16041
C -2.02903 -2.06581 2.58880
As -0.35736 -1.91282 1.57947
C 0.83209 -1.89405 3.12704
C 0.08856 -3.75503 1.01963
C -0.64124 -4.41995 -0.16035
C -2.12729 -4.54964 0.18142
C -0.44315 -3.64934 -1.47376
As -1.20810 -1.84992 -1.72849
C -3.14789 -2.13039 -1.80709
C -0.98024 -1.79808 -3.68115
C -0.00031 -5.81015 -0.32820
As -0.64535 -7.28811 -1.51792
C -1.62126 -6.43821 -3.01070
C -2.24107 -7.85652 -0.51704
H -2.00045 -2.96694 3.20012
H -2.91182 -2.08107 1.95322
H -2.09369 -1.19158 3.23671
H 0.71663 -2.83123 3.67140
H 0.58311 -1.06745 3.79052
H 1.86925 -1.78585 2.81388
H -0.03368 -4.38367 1.90586
H 1.16310 -3.70898 0.80938
H -2.54388 -3.56899 0.40771
H -2.26177 -5.18906 1.05543
H -2.68297 -4.98127 -0.65056
H -0.83370 -4.25449 -2.29202
H 0.63011 -3.52079 -1.65728
H -3.35723 -3.09424 -2.26920
H -3.55700 -1.33951 -2.43639
H -3.63064 -2.08195 -0.83498
H -1.78821 -2.35680 -4.15135
H -0.03120 -2.24717 -3.96945
H -1.01707 -0.77209 -4.04972
H 0.02161 -6.30819 0.64694
H 1.04790 -5.67231 -0.61116
H -0.94172 -5.90537 -3.67518
H -2.42664 -5.77536 -2.69233
H -2.06108 -7.25632 -3.58154
H -1.97251 -8.08080 0.51504
H -2.61682 -8.77365 -0.96972
H -3.04094 -7.11789 -0.52582
C -2.39771 4.37519 -5.33335
C -3.36624 3.82581 -4.50674
C -2.99343 3.08351 -3.39407
C -1.64735 2.90779 -3.09638
C -0.67855 3.42970 -3.94618
C -1.05380 4.16533 -5.06075
Sb -1.06807 1.92242 -1.27536
C 0.00976 3.49347 -0.30313
C -0.45910 4.14036 0.83312
C 0.34782 5.06128 1.48657
C 1.61367 5.35203 0.99930
C 2.08029 4.71475 -0.14217
C 1.28693 3.77320 -0.78032
C -3.03844 1.93213 -0.42485
C -3.75732 3.10424 -0.21632
C -5.03843 3.04726 0.31758
C -5.61576 1.82616 0.62686
C -4.90683 0.65261 0.41408
C -3.62082 0.70998 -0.10028
H -2.69020 4.96369 -6.19298
H -4.41652 3.97619 -4.72061
H -3.75682 2.64998 -2.76258
H 0.37467 3.27385 -3.74122
H -0.29497 4.57719 -5.71338
H -1.45231 3.92799 1.21326
H -0.01430 5.55162 2.38148
H 2.23834 6.07247 1.51063
H 3.06276 4.94771 -0.53264
H 1.67160 3.25242 -1.65230
H -3.32148 4.06283 -0.47394
H -5.59031 3.96285 0.48763
H -6.61267 1.78674 1.04485
H -5.35218 -0.30247 0.66546
H -3.04135 -0.19798 -0.21262
*
```

Computed properties:
LUMO (spin up / spin down) ... -3.04 / -3.04 eV
Orbital gap (spin up / spin down) ... 0.2631 / 0.2629 hartree

These are the natural (NBO) partial charges, in e, on atoms 1 to 6: 1.093, -0.675, 0.345, -0.271, -0.152, -0.263



C42H52F18N4O13 | ωB97M-V with the def2-TZVPD basis set

```
! RIJCOSX wB97M-V def2-TZVPD def2/J DEFGRID3
* xyz 0 1
C -4.43713 2.50346 -1.28635
O -3.98399 3.29706 -0.48661
N -3.84685 2.29375 -2.47701
C -4.43962 1.32758 -3.45576
C -2.72262 3.06502 -2.90164
H -5.24958 1.90639 -0.99607
H -3.86578 0.38627 -3.62234
H -4.61001 1.82227 -4.43830
H -5.42792 0.96724 -3.09858
H -2.18176 3.30397 -1.96607
H -2.07171 2.38934 -3.44867
H -3.02221 3.92998 -3.49434
C -4.18062 2.75882 3.18333
C -3.27243 3.72111 2.49983
O -1.96321 4.06405 2.98978
C -1.78863 5.15046 3.80414
O -2.50034 6.06653 3.98910
C -0.42036 4.96478 4.60134
F -0.64816 4.27674 5.71167
F 0.58136 4.32466 3.97307
F -0.04469 6.15010 4.97414
H -4.59852 3.00494 4.15484
H -3.73824 1.77954 3.27619
H -4.99354 2.56165 2.46356
H -3.71660 4.68932 2.24892
H -3.03327 3.19250 1.54528
C -5.35542 -1.03263 5.53521
C -4.42110 -1.48274 4.43613
O -5.14425 -2.57106 3.81376
C -4.58958 -3.29457 2.86287
O -3.50794 -3.24940 2.34291
C -5.51274 -4.45559 2.53675
F -5.63280 -5.21282 3.55261
F -6.69227 -3.87129 2.18741
F -5.15911 -5.12750 1.46937
H -4.91302 -0.12780 5.99130
H -5.57048 -1.80469 6.29397
H -6.25369 -0.67686 5.12278
H -3.45241 -1.87409 4.79591
H -4.17797 -0.74756 3.70846
C 4.95417 -3.23315 1.45708
C 3.81347 -2.23194 1.42310
O 3.50483 -1.89398 0.04411
C 4.30811 -1.00582 -0.52010
O 5.21209 -0.40956 -0.01998
C 3.71794 -0.78537 -1.93867
F 2.78088 0.18504 -1.77164
F 4.71912 -0.40340 -2.76429
F 3.08807 -1.76771 -2.52463
H 5.86738 -2.74766 1.15325
H 4.69191 -4.01793 0.76929
H 5.01713 -3.73269 2.42826
H 4.11251 -1.25922 1.87426
H 2.88800 -2.52926 1.86901
C -2.02975 -3.74198 -2.40812
C -1.14888 -2.74049 -3.13089
O -0.73855 -3.27960 -4.44452
C -0.02875 -2.46642 -5.15144
O 0.25342 -1.34474 -4.89530
C 0.42413 -3.17032 -6.49636
F 0.59365 -4.52172 -6.39071
F -0.51948 -2.93991 -7.39073
F 1.61005 -2.61344 -6.73842
H -2.33884 -3.29286 -1.49009
H -1.48513 -4.60784 -1.94363
H -2.88698 -4.18740 -2.93759
H -0.21516 -2.53304 -2.62695
H -1.72588 -1.84493 -3.27290
C 3.40933 2.74505 -8.19172
C 2.20405 1.87805 -8.24085
O 1.40609 2.26683 -7.07149
C 1.99380 1.88591 -5.90940
O 2.94912 1.20462 -5.69165
C 1.33728 2.71180 -4.71421
F 2.42943 3.30808 -4.20472
F 0.56318 3.70304 -5.11649
F 0.67276 2.05237 -3.75337
H 3.17453 3.75624 -8.49596
H 4.23755 2.35249 -8.77848
H 3.80873 2.91158 -7.18303
H 2.42527 0.82164 -8.24778
H 1.58488 2.19100 -9.14819
C 7.55236 1.81760 2.78767
C 6.79621 2.50338 1.68051
O 5.29496 2.36321 1.84634
C 4.56418 2.66556 0.79415
O 5.02923 3.05946 -0.22066
C 3.02843 2.37823 0.97280
F 2.38740 2.80401 -0.09448
F 2.78940 1.09541 1.26509
F 2.63847 3.16543 2.10570
H 7.61980 0.78077 2.91311
H 7.40869 2.33069 3.75703
H 8.61248 1.98898 2.40747
H 7.10146 2.16621 0.65778
H 7.06006 3.57480 1.62811
N -1.57215 -0.76006 -0.71284
C -1.67997 -0.67899 0.59793
C -1.11740 0.27652 1.39025
C -0.39999 1.32943 0.78185
C -0.39020 1.36299 -0.63893
C -0.91508 0.24494 -1.28959
H -2.34517 -1.39262 1.15063
H -1.23665 0.27244 2.46212
H 0.18157 2.07567 1.31869
H 0.14018 2.11752 -1.22431
H -0.79513 0.17731 -2.39706
N -0.02717 -5.96762 0.20092
C -0.71375 -5.10608 0.90508
C -0.39722 -3.71878 0.92816
C 0.63451 -3.26104 0.17933
C 1.41114 -4.21144 -0.48541
C 1.10209 -5.55524 -0.40180
H -1.50607 -5.53940 1.45385
H -1.01234 -3.00752 1.42379
H 0.81622 -2.19320 0.15909
H 2.28286 -3.81278 -1.06093
H 1.77670 -6.29946 -0.87720
N 0.35490 -1.39529 4.05955
C 0.98495 -0.20977 4.02416
C 0.46475 0.94792 4.72154
C -0.62764 0.73235 5.51831
C -1.22991 -0.51843 5.62450
C -0.72994 -1.57473 4.81407
H 1.87249 -0.26613 3.39995
H 0.97551 1.92532 4.62724
H -1.09560 1.53517 6.03645
H -2.06369 -0.64879 6.23703
H -1.10221 -2.61420 4.76606
*
```

Computed properties:
LUMO ... 0.36 eV
SMILES string ... CCOC(=O)C(F)(F)F.CCOC(=O)C(F)(F)F.CCOC(=O)C(F)(F)F.CCOC(=O)C(F)(F)F.CCOC(=O)C(F)(F)F.CCOC(=O)C(F)(F)F.CN(C)C=O.c1ccncc1.c1ccncc1.c1ccncc1
Orbital gap ... 0.3566 hartree

These are the Mulliken partial charges, in e, on atoms 1 to 6: 0.016, -0.655, 0.241, -0.744, -0.820, 0.448



C42H53BrN4O6PdSSi | ωB97M-V with the def2-TZVPD basis set

```
! RIJCOSX wB97M-V def2-TZVPD def2/J DEFGRID3
* xyz 0 1
Pd 1.28818 0.07705 -0.43884
C -1.87318 7.13400 -2.48640
C -0.69481 7.02157 -1.50886
C -0.97183 7.91998 -0.29571
C 0.56909 7.53758 -2.20177
C -0.53298 5.56385 -1.06928
C 0.40452 4.71232 -1.63511
C 0.50827 3.41332 -1.17502
Br 1.80372 2.29527 -2.02643
C -0.23332 2.86360 -0.11460
O 0.05143 1.69792 0.43267
C -1.28533 3.68875 0.35579
C -1.36715 5.00224 -0.10564
C -2.36718 3.22187 1.35335
C -2.24970 4.02618 2.65491
C -2.30911 1.73011 1.70915
C -3.75520 3.47356 0.73050
H -2.02366 8.17233 -2.79959
H -2.79754 6.78016 -2.02152
H -1.69215 6.52912 -3.37865
H -0.97217 8.96938 -0.60171
H -0.20612 7.78633 0.47230
H -1.94371 7.71184 0.15556
H 0.46673 8.60619 -2.40558
H 0.74289 7.03953 -3.15865
H 1.45274 7.39241 -1.57486
H 1.05051 5.03758 -2.44141
H -2.15497 5.62572 0.30457
H -1.28420 3.83961 3.13319
H -3.03904 3.73426 3.35538
H -2.33727 5.10060 2.47794
H -1.41974 1.48452 2.28877
H -2.30255 1.10197 0.81497
H -3.19673 1.48941 2.30361
H -3.96092 4.53678 0.59685
H -4.53773 3.06279 1.37528
H -3.82759 2.99321 -0.24811
C -5.75645 -6.73949 2.23969
C -5.30257 -5.38958 1.68905
S -4.22597 -4.60493 2.85616
O -3.16519 -5.53067 3.18292
O -5.03279 -4.01907 3.89450
C -3.50475 -3.27350 1.92244
C -2.14461 -3.66396 1.35307
N -1.68733 -2.68686 0.36306
C -0.81826 -1.69348 0.62556
N -0.58320 -0.96729 -0.47346
C -1.33261 -1.50594 -1.46774
C -2.03044 -2.55072 -0.96722
N -2.95869 -3.39270 -1.66390
O -3.07329 -3.21871 -2.85534
O -3.57707 -4.21615 -1.00091
C -0.30047 -1.40565 1.99001
H -6.42910 -7.21062 1.52497
H -6.28693 -6.62003 3.18413
H -4.90544 -7.39718 2.40417
H -6.13309 -4.69449 1.55505
H -4.74695 -5.48317 0.75103
H -3.44680 -2.44971 2.63489
H -4.20323 -3.01386 1.12442
H -2.17331 -4.64542 0.89527
H -1.39553 -3.69318 2.13711
H -1.37442 -1.10929 -2.46652
H 0.26030 -2.24716 2.40290
H -1.13045 -1.16844 2.66070
H 0.35148 -0.54133 1.93595
C 4.63232 2.21166 1.72310
C 3.26494 1.73123 1.31396
N 2.20770 2.37282 1.80413
O 3.18427 0.74331 0.56928
H 4.62506 3.25065 2.05023
H 5.31140 2.09015 0.88272
H 4.99469 1.58791 2.54297
H 2.33948 3.22675 2.31587
H 1.26678 2.14973 1.44209
C 1.98626 -4.26181 2.97656
C 2.81016 -3.14242 2.93453
C 2.98250 -2.44129 1.74655
C 2.33624 -2.84755 0.57248
C 1.50777 -3.97642 0.63719
C 1.33338 -4.68053 1.82450
Si 2.47427 -1.80997 -0.97601
C 4.24312 -1.38149 -1.37147
C 5.32503 -2.03260 -0.77509
C 6.63317 -1.72553 -1.13820
C 6.87815 -0.75902 -2.10310
C 5.81362 -0.10096 -2.70908
C 4.51096 -0.41310 -2.34557
C 1.76357 -2.74795 -2.42543
C 2.00760 -4.11877 -2.59145
C 1.48190 -4.81371 -3.67455
C 0.70772 -4.14820 -4.61709
C 0.48439 -2.78441 -4.49226
C 1.01300 -2.09519 -3.40786
H 1.85258 -4.80621 3.90426
H 3.31772 -2.81240 3.83275
H 3.61332 -1.55673 1.72910
H 0.97848 -4.30711 -0.24935
H 0.68974 -5.55317 1.85127
H 5.15030 -2.78895 -0.01626
H 7.46077 -2.24208 -0.66698
H 7.89649 -0.51853 -2.38472
H 6.00026 0.65375 -3.46387
H 3.68813 0.10858 -2.82769
H 2.62358 -4.65146 -1.87304
H 1.67849 -5.87405 -3.78404
H 0.28812 -4.69033 -5.45518
H -0.10820 -2.26151 -5.23478
H 0.85570 -1.02351 -3.32953
*
```

Computed properties:
LUMO ... -0.78 eV
Energy above the lowest of the compared OMol25 structures with the same formula, charge and spin ... 0.0 kJ/mol
Orbital gap ... 0.2414 hartree

These are the Mulliken partial charges, in e, on atoms 1 to 6: -0.584, -1.582, 1.887, -1.742, -2.004, -0.025



C42H54F4N7O6P2Tl | ωB97M-V with the def2-TZVPD basis set

```
! RIJCOSX wB97M-V def2-TZVPD def2/J DEFGRID3
* xyz -2 1
Tl 0.24404 0.52810 -0.26921
C 3.25524 1.41047 -4.26503
C 2.23224 1.35353 -3.13504
N 2.71970 1.72850 -1.81300
C 3.17573 3.11358 -1.70468
C 2.07388 4.10502 -1.99727
C 3.63973 0.77938 -1.22650
C 3.82598 0.96991 0.27520
N 2.57653 1.36256 0.86211
C 2.55980 1.92572 2.05807
C 1.36650 2.61506 2.45427
F 0.36632 2.72882 1.52763
C 1.20025 3.22022 3.67071
F 0.05862 3.89985 3.94902
C 2.20709 3.21805 4.63158
C 3.40590 2.59775 4.27743
F 4.41742 2.60936 5.17964
C 3.59456 1.98476 3.05562
F 4.81091 1.42100 2.82030
H 2.82802 0.96134 -5.17997
H 3.53899 2.44952 -4.51068
H 4.17156 0.85315 -4.01582
H 1.35909 1.99584 -3.34698
H 1.84827 0.32350 -3.04101
H 3.52569 3.24743 -0.66018
H 4.06689 3.27005 -2.35451
H 1.11991 3.81539 -1.50034
H 2.36202 5.09721 -1.62628
H 1.84995 4.18645 -3.07716
H 3.24793 -0.24013 -1.41756
H 4.63217 0.82022 -1.72898
H 4.22327 0.00888 0.66989
H 4.63378 1.72213 0.45107
H 2.06572 3.67313 5.61394
N -2.74871 1.33580 -4.47052
C -3.26974 1.36231 -3.08054
C -4.75962 1.66900 -3.02583
P -2.79540 -0.35838 -2.58704
O -3.89518 -1.07988 -3.62370
O -3.10387 -0.78743 -1.19517
O -1.43587 -0.53558 -3.24014
P -2.26124 2.82918 -2.46710
O -3.11019 3.42448 -1.22373
O -2.37142 3.75778 -3.64593
O -0.90394 2.38441 -1.99662
H -3.39516 0.90301 -5.13519
H -1.85402 0.78427 -4.49091
H -2.48772 2.30503 -4.78877
H -5.33021 0.97973 -3.68044
H -4.94404 2.71980 -3.32079
H -5.14543 1.54993 -2.00187
H -4.38372 -1.74609 -3.10573
H -2.67533 3.13318 -0.40376
C -0.26011 -3.04639 6.32345
C 0.23314 -2.45129 5.04295
C 1.50274 -2.76938 4.56549
C 1.96605 -2.21049 3.37008
C 3.33256 -2.55843 2.86915
C 1.14813 -1.37015 2.65744
C -0.17718 -0.98978 3.08257
C -0.57780 -1.59079 4.32916
N -0.82035 -0.17969 2.30139
C -2.17541 0.32206 2.59838
C -2.54896 1.25119 1.43513
C -3.94632 1.85822 1.63409
C -4.96969 0.72039 1.69422
C -4.61897 -0.19351 2.86869
C -4.64742 0.61446 4.17133
C -3.61021 1.74444 4.09915
C -3.96507 2.67276 2.93254
C -2.20942 1.16571 3.88980
C -3.22878 -0.79510 2.63785
H 0.47731 -3.75764 6.72588
H -1.21138 -3.58967 6.17472
H -0.45311 -2.26133 7.08549
H 2.13719 -3.45429 5.12738
H 3.98957 -2.85176 3.70203
H 3.79209 -1.69735 2.35175
H 3.30144 -3.41548 2.15946
H 1.50732 -0.93651 1.71672
H -1.56458 -1.34087 4.71820
H -2.57502 0.67099 0.47912
H -1.80240 2.07127 1.35567
H -4.20551 2.50775 0.78464
H -4.93985 0.15263 0.74048
H -5.99095 1.12429 1.80895
H -5.33757 -1.01964 2.92338
H -4.43952 -0.04769 5.03249
H -5.65487 1.03490 4.33245
H -3.62350 2.30683 5.04233
H -3.22064 3.49048 2.87028
H -4.95781 3.12707 3.09415
H -1.91291 0.56694 4.77299
H -1.46956 1.98122 3.80222
H -3.20737 -1.32778 1.66031
H -2.99681 -1.52377 3.43975
N 2.10715 -6.68994 -8.63741
C 2.06044 -6.11291 -7.62109
C 2.01945 -5.42170 -6.38760
C 1.46242 -4.14205 -6.32659
C 1.43821 -3.45729 -5.12047
C 1.98830 -4.04635 -3.98401
C 2.52425 -5.33875 -4.04021
C 2.53917 -6.02119 -5.24566
N 2.01707 -3.32835 -2.77061
C 2.97700 -3.47746 -1.76992
C 2.65189 -2.57944 -0.80563
N 1.51583 -1.87931 -1.17460
C 1.16359 -2.34543 -2.35939
H 1.03859 -3.68315 -7.22453
H 0.99759 -2.44779 -5.07542
H 2.91177 -5.82084 -3.12889
H 2.96068 -7.02647 -5.28684
H 3.80109 -4.18066 -1.81465
H 3.14625 -2.38021 0.14157
H 0.27792 -2.01177 -2.91421
*
```

Computed properties:
LUMO ... 3.08 eV
Orbital gap ... 0.1389 hartree

These are the Mulliken partial charges, in e, on atoms 1 to 6: 1.331, -1.576, 0.412, 1.084, -0.571, -1.235